No. 1
Computed, not measured: a structure of composition C10H20Br2IMoN5OSe, with ωB97M-V/def2-TZVPD.

Structure (XYZ):
```
41
C10H20Br2IMoN5OSe ωB97M-V/def2-TZVPD
Mo 0.3634 -0.5772 0.4099
N 2.0073 -1.9147 1.4424
C 2.3727 -1.3440 2.7635
C 1.0974 -0.9338 3.4575
N 0.3639 0.0165 2.5822
H 1.6214 -2.8489 1.5732
H 2.8465 -2.0382 0.8786
H 3.0108 -0.4763 2.5919
H 2.9316 -2.0558 3.3707
H 1.3050 -0.4948 4.4327
H 0.4626 -1.8072 3.6122
H 0.7747 0.9442 2.6711
H -0.5937 0.1095 2.9155
Br -3.0118 -1.3191 -2.7018
C -2.5268 0.2820 -3.6635
Br -0.6370 0.4053 -4.0218
H -2.8156 1.1356 -3.0648
H -3.0456 0.2623 -4.6125
Se -0.7227 1.2011 -0.2702
I 2.7625 0.3285 -0.9450
C 1.8989 -1.2397 -2.0487
C 2.3533 -1.7016 -3.2587
C 1.6135 -2.7141 -3.8607
C 0.4750 -3.1968 -3.2346
C 0.1012 -2.6644 -2.0169
N 0.8112 -1.6954 -1.4201
H 3.2373 -1.2878 -3.7227
H 1.9256 -3.1124 -4.8177
H -0.1236 -3.9741 -3.6874
H -0.7838 -2.9962 -1.4920
C -3.4891 -0.8708 1.2243
N -3.1640 -2.2824 1.4040
C -1.9373 -2.7934 1.3342
N -1.7864 -4.1133 1.5592
O -0.9144 -2.1005 1.0746
H -4.5152 -0.7921 0.8756
H -2.8413 -0.4401 0.4681
H -3.3946 -0.3162 2.1583
H -3.9123 -2.8982 1.6798
H -2.5667 -4.7224 1.7356
H -0.8792 -4.5309 1.4543
```

Values from the calculation:
LUMO level	-6.838	eV
ΔE to the lowest compared entry with this formula, charge and spin	0.205	eV
E_HOMO	-14.20	eV
molar mass	687.9	u
calculated total energy	-8656.9788	Ha
charge	+2

Charges per atom according to Löwdin partitioning, unit e: 0.76 -0.10 -0.22 -0.21 -0.10 0.10 0.07 0.12 0.13 0.13 0.12 0.10 0.10 0.62 -1.01 0.62 0.00 0.01 0.28 1.12 -0.74 -0.09 -0.01 -0.03 -0.15 -0.17 0.12 0.14 0.13 0.09 -0.05 0.06 -0.55 0.21 -0.19 0.10 -0.02 0.10 0.16 0.13 0.12



No. 2
Computed, not measured: a structure of composition C10H20Br8O2Sr3 at a distorted geometry, with ωB97M-V/def2-TZVPD.

Structure (XYZ):
```
43
C10H20Br8O2Sr3 ωB97M-V/def2-TZVPD
Sr -5.6453 21.3288 18.4335
Sr -5.9252 16.0004 14.3613
Sr -0.0721 23.0065 16.7889
O -4.5216 17.2681 18.6651
C -3.4739 16.9835 19.5956
C -2.1325 17.7972 19.5184
O -2.1688 19.2108 19.2524
H -3.1046 15.9585 19.5624
H -3.8932 17.1766 20.5830
H -1.3430 17.2082 19.0517
H -1.7269 17.7073 20.5262
Br -3.6640 22.0082 23.8761
C -2.1692 21.0047 24.6496
C -2.7228 19.7699 25.3498
Br -1.2855 18.6041 26.0482
H -1.6365 21.6220 25.3730
H -1.5380 20.6122 23.8523
H -3.4312 19.0604 24.9223
H -3.3023 20.1156 26.2058
Br 3.2215 23.4784 20.7095
C 4.4708 22.3717 21.7955
C 4.2492 20.9171 21.3049
Br 5.0864 20.7634 19.5770
H 4.1856 22.5439 22.8334
H 5.4717 22.7949 21.7118
H 3.2136 20.5880 21.2199
H 4.9090 20.1970 21.7889
Br 2.1562 11.4666 20.0383
C 3.6305 11.9688 18.8013
C 3.5569 13.4966 18.4009
Br 5.2959 13.9395 17.5041
H 3.4595 11.2677 17.9844
H 4.5915 11.7677 19.2747
H 3.4542 14.0396 19.3404
H 2.7185 13.8753 17.8163
Br -9.2298 17.4338 22.8371
C -8.6583 15.5515 23.0678
C -9.1963 14.6701 21.9649
Br -8.7909 12.7627 22.1421
H -8.9652 15.2468 24.0684
H -7.5732 15.4540 23.0342
H -8.7141 14.9618 21.0319
H -10.2726 14.7659 21.8213
```

Values from the calculation:
LUMO level	-13.237	eV
E_HOMO	-15.30	eV
molar mass	1074.4	u
calculated total energy	-21225.9203	Ha
charge	+4

Charges per atom according to Löwdin partitioning, unit e: 1.30 1.70 1.58 -0.27 -0.29 -0.28 -0.25 0.12 0.11 0.10 0.12 0.56 -0.68 -0.71 0.62 0.07 0.04 0.05 0.05 0.50 -0.60 -0.69 0.61 0.06 0.07 0.05 0.05 0.56 -0.66 -0.64 0.57 0.04 0.05 0.04 0.04 0.57 -0.67 -0.73 0.63 0.06 0.06 0.03 0.05



No. 3
Computed, not measured: a cluster of 5 separate species, C10H20Cl10 in total at a distorted geometry, with ωB97M-V/def2-TZVPD.

Structure (XYZ):
```
40
C10H20Cl10 ωB97M-V/def2-TZVPD
Cl 0.8242 5.1902 -4.0511
C 1.7355 5.5340 -5.5822
C 1.9141 6.9868 -5.8449
Cl 0.3248 7.6676 -6.1367
H 1.2108 5.0841 -6.4250
H 2.6831 5.0119 -5.4496
H 2.5637 7.2165 -6.6895
H 2.2897 7.5217 -4.9727
Cl 1.1393 -6.0304 6.6873
C 2.4849 -5.1518 5.9333
C 2.9082 -5.8269 4.5973
Cl 3.5617 -7.4602 4.9049
H 3.2870 -5.0510 6.6644
H 2.1712 -4.1160 5.8032
H 3.6738 -5.2411 4.0886
H 2.0931 -5.9027 3.8776
Cl -4.6963 -3.9363 -2.4028
C -4.6064 -5.7106 -2.7763
C -3.1526 -6.1380 -3.2308
Cl -2.6333 -5.2323 -4.6847
H -5.3614 -5.7821 -3.5593
H -4.9676 -6.2723 -1.9148
H -3.2679 -7.1768 -3.5401
H -2.4025 -5.9356 -2.4663
Cl 0.2885 -0.7053 1.7482
C -0.6471 -0.9266 0.3069
C 0.2310 -0.9959 -0.9428
Cl 1.2601 -2.4028 -0.8338
H -1.3710 -0.1125 0.2681
H -1.1417 -1.8968 0.3534
H 0.8768 -0.1418 -1.1466
H -0.4017 -1.1219 -1.8214
Cl -1.6368 5.6250 5.2661
C -0.5999 5.4426 3.8368
C 0.1078 6.7266 3.3817
Cl -1.0363 8.0368 3.1130
H -1.2337 5.0475 3.0429
H 0.0421 4.5659 3.9220
H 0.7213 6.5125 2.5066
H 0.7634 7.0981 4.1693
```

Values from the calculation:
LUMO level	0.256	eV
ΔE to the lowest compared entry with this formula, charge and spin	0.981	eV
E_HOMO	-10.71	eV
SMILES	ClCCCl.ClCCCl.ClCCCl.ClCCCl.ClCCCl
molar mass	494.8	u
calculated total energy	-4994.9282	Ha

Charges per atom according to Löwdin partitioning, unit e: 0.50 -0.66 -0.69 0.56 0.07 0.07 0.08 0.07 0.53 -0.66 -0.65 0.52 0.07 0.07 0.07 0.07 0.48 -0.61 -0.62 0.51 0.05 0.07 0.06 0.06 0.56 -0.71 -0.69 0.56 0.07 0.06 0.07 0.07 0.53 -0.68 -0.67 0.55 0.06 0.07 0.08 0.06



No. 4
Computed, not measured: a cluster of 6 separate species, C10H20Cl10N5 in total at a distorted geometry, with ωB97M-V/def2-TZVPD.

Structure (XYZ):
```
45
C10H20Cl10N5 ωB97M-V/def2-TZVPD
C 0.2723 -1.2914 1.3178
C 0.4270 0.1800 1.0904
C 1.6964 0.6143 0.4628
N -0.4508 1.0742 1.3578
N -1.6146 0.5713 1.9910
C -2.6979 0.2363 1.3196
N -3.8705 -0.1982 1.7926
C -4.6128 -0.4005 0.7193
N -3.9632 -0.1157 -0.4006
N -2.7224 0.3156 -0.0411
H -0.1333 -1.5030 2.2999
H 1.1992 -1.8124 1.1426
H -0.4711 -1.6443 0.6029
H 1.9181 -0.1177 -0.3079
H 1.6166 1.6012 0.0283
H 2.4628 0.5371 1.2241
H -1.6569 0.5434 2.9967
H -5.6195 -0.7621 0.8082
H -4.2918 -0.1958 -1.3480
H -1.9829 0.5914 -0.6662
C 4.2399 -2.2860 -0.4196
Cl 4.3571 -1.3930 1.0999
Cl 2.9466 -3.4919 -0.3586
H 4.0206 -1.5784 -1.2098
H 5.1775 -2.7922 -0.6147
C 0.5732 -2.1499 -3.2771
Cl -0.2474 -0.5788 -3.1344
Cl 2.3239 -1.9616 -3.3608
H 0.3309 -2.7431 -2.4028
H 0.2279 -2.6452 -4.1748
C 1.4171 1.3685 4.8688
Cl 2.7527 0.2281 4.6471
Cl 1.9251 2.8054 5.7520
H 1.0537 1.6744 3.8924
H 0.6333 0.8739 5.4331
C -2.4356 -1.5630 -5.7754
Cl -2.3454 -3.1842 -5.0579
Cl -3.6133 -1.4938 -7.0835
H -2.7280 -0.8615 -5.0047
H -1.4599 -1.3046 -6.1699
C 0.9487 4.9506 1.1081
Cl 1.2156 4.1986 2.6877
Cl 2.2959 5.9850 0.6368
H 0.8365 4.1678 0.3669
H 0.0488 5.5514 1.1610
```

Values from the calculation:
LUMO level	-2.982	eV
E_HOMO	-12.94	eV
molar mass	564.8	u
calculated total energy	-5268.4472	Ha
charge	+1

Charges per atom according to Löwdin partitioning, unit e: 0.00 -0.37 -0.03 0.10 0.07 -0.34 0.17 -0.09 0.10 0.16 0.09 0.03 0.09 0.07 0.08 0.05 0.17 0.15 0.18 0.15 -1.00 0.56 0.51 -0.02 0.03 -1.00 0.50 0.56 0.02 -0.01 -1.06 0.51 0.53 -0.04 0.02 -1.05 0.52 0.54 0.00 0.02 -1.03 0.51 0.53 0.01 0.03